No. 1
The following is a quantum chemistry calculation of the molecule C4H9NO2, from OMol25.

```
! wB97M-V def2-TZVPD RIJCOSX def2/J DEFGRID3
* xyz 0 1
C 0.42 0.07 1.44
C 0.46 0.02 -0.06
C 0.17 -1.25 -0.92
C -0.27 1.29 -0.67
N 1.75 0.32 -0.66
O 2.99 -0.65 0.01
O 2.81 0.73 0.14
H -0.18 -0.81 1.72
H 1.43 -0.22 1.89
H -0.05 0.98 1.72
H 1.09 -1.87 -1.02
H -0.52 -1.84 -0.25
H -0.23 -1.02 -1.98
H -1.00 1.58 -0.01
H 0.44 2.15 -0.91
H -0.81 1.03 -1.68
*
```

Values from the calculation:
Frontier orbital gap, Eh: 0.362
ΔE to the lowest compared entry with this formula, charge and spin, kJ/mol: 851.1
Lowest unoccupied orbital energy, eV: 0.17
SMILES string: CC(C)(C)n1oo1
Electronic energy, Eh: -362.7614

Atomic partial charges in e from the natural (NBO) method, atoms 1 to 6: number 1, C, carries -0.648; number 2, C, carries 0.038; number 3, C, carries -0.609; number 4, C, carries -0.590; number 5, N, carries 0.150; number 6, O, carries -0.230

---

No. 2
The following is a quantum chemistry calculation of C23H45N3O6PPtS2Si3Te as an isolated structure, from OMol25.

```
! wB97M-V def2-TZVPD RIJCOSX def2/J DEFGRID3
* xyz 1 1
Pt -1.65 -0.40 0.31
C -3.46 -2.17 -1.34
O -3.24 -0.82 -0.90
Si -3.03 0.55 -1.97
C -2.39 -0.15 -3.57
C -4.70 1.28 -2.36
C -1.86 1.36 -0.78
Si -0.33 2.04 -1.64
C 0.97 2.77 -0.49
C -0.89 3.40 -2.81
C 0.60 0.75 -2.63
Si -2.79 2.48 0.43
C -4.23 1.55 1.22
C -3.45 4.03 -0.39
C -1.75 3.08 1.88
H -4.44 -2.23 -1.80
H -3.40 -2.83 -0.48
H -2.69 -2.47 -2.06
H -3.19 -0.71 -4.06
H -1.52 -0.79 -3.45
H -2.11 0.67 -4.24
H -5.33 0.51 -2.82
H -4.58 2.07 -3.11
H -5.23 1.70 -1.51
H 0.58 3.32 0.38
H 1.56 3.48 -1.08
H 1.66 1.99 -0.17
H -1.12 4.33 -2.29
H -1.78 3.13 -3.39
H -0.10 3.62 -3.53
H 0.58 -0.23 -2.15
H 1.64 1.05 -2.69
H 0.22 0.65 -3.65
H -4.86 1.01 0.51
H -4.87 2.27 1.75
H -3.87 0.83 1.95
H -4.06 3.83 -1.27
H -2.64 4.70 -0.70
H -4.07 4.58 0.32
H -1.17 2.28 2.34
H -2.43 3.46 2.65
H -1.08 3.89 1.61
N -6.53 -1.42 5.37
C -5.47 -1.94 4.70
C -4.24 -2.16 5.35
C -3.16 -2.66 4.66
C -3.28 -2.95 3.31
C -4.49 -2.75 2.64
C -5.57 -2.25 3.33
S -1.90 -3.50 2.42
O -0.89 -3.97 3.33
O -2.30 -4.25 1.28
N -1.31 -2.05 1.79
C -0.37 -1.39 2.35
S 0.65 -1.61 3.72
C 1.55 -0.10 3.27
C 0.83 0.50 2.13
N -0.15 -0.17 1.66
H -6.51 -1.37 6.37
H -7.44 -1.44 4.95
H -4.16 -1.94 6.41
H -2.23 -2.84 5.18
H -4.58 -3.00 1.60
H -6.51 -2.09 2.82
H 1.60 0.60 4.11
H 1.12 1.45 1.69
C 5.59 -0.61 -1.41
C 4.77 -1.86 -1.27
O 4.31 -2.03 0.11
P 2.95 -1.39 0.59
O 2.33 -0.37 -0.26
Te 3.64 -0.48 2.77
O 1.94 -2.56 0.90
C 2.35 -3.84 1.49
C 2.43 -4.89 0.42
H 5.97 -0.53 -2.43
H 6.44 -0.63 -0.73
H 4.98 0.27 -1.20
H 5.35 -2.76 -1.47
H 3.90 -1.85 -1.93
H 1.59 -4.07 2.23
H 3.31 -3.71 2.00
H 1.47 -4.99 -0.09
H 2.68 -5.85 0.87
H 3.19 -4.64 -0.32
*
```

Values from the calculation:
Frontier orbital gap, Eh: 0.262
ΔE to the lowest compared entry with this formula, charge and spin, kJ/mol: 0.0
Lowest unoccupied orbital energy, eV: -3.73
Electronic energy, Eh: -3912.6620

Atomic partial charges in e from the Löwdin method, atoms 1 to 6: number 1, Pt, carries 1.066; number 2, C, carries -0.078; number 3, O, carries -0.448; number 4, Si, carries 0.357; number 5, C, carries -0.152; number 6, C, carries -0.143

---

No. 3
The following is a quantum chemistry calculation of the molecule CH2O3S, from OMol25.

```
! wB97M-V def2-TZVPD RIJCOSX def2/J DEFGRID3
* xyz 0 1
C 0.75 0.19 0.12
O -0.04 -0.92 0.59
O -0.57 -1.65 -0.32
O -1.71 0.69 -0.79
S -0.87 0.88 0.34
H 1.20 0.79 0.94
H 1.23 0.03 -0.89
*
```

Values from the calculation:
Frontier orbital gap (spin up / spin down), Eh: 0.291 / 0.322
ΔE to the lowest compared entry with this formula, charge and spin, kJ/mol: 558.8
Lowest unoccupied orbital energy (spin up / spin down), eV: -0.87 / -0.86
Electronic energy, Eh: -662.9601

Atomic partial charges in e from the natural (NBO) method, atoms 1 to 6: number 1, C, carries -0.353; number 2, O, carries -0.155; number 3, O, carries -0.363; number 4, O, carries -0.811; number 5, S, carries 1.191; number 6, H, carries 0.228

---

No. 4
The following is a quantum chemistry calculation of C3H6IrO3 as an isolated structure, from OMol25.

```
! wB97M-V def2-TZVPD RIJCOSX def2/J DEFGRID3
* xyz 2 6
O 1.33 2.17 0.80
Ir -0.11 1.33 0.23
C -2.54 -0.55 0.11
O -1.13 -0.28 0.14
C -0.30 -1.43 0.06
C 1.04 -0.94 -0.44
O 2.13 -1.12 -0.06
H -3.04 0.40 -0.07
H -2.75 -1.25 -0.70
H -2.85 -0.97 1.07
H -0.70 -2.16 -0.65
H -0.16 -1.89 1.05
H 2.24 1.93 0.68
*
```

Values from the calculation:
Frontier orbital gap (spin up / spin down), Eh: 0.307 / 0.289
ΔE to the lowest compared entry with this formula, charge and spin, kJ/mol: 36.2
Lowest unoccupied orbital energy (spin up / spin down), eV: -9.44 / -13.91
Electronic energy, Eh: -446.9261

Atomic partial charges in e from the natural (NBO) method, atoms 1 to 6: number 1, O, carries -0.676; number 2, Ir, carries 1.743; number 3, C, carries -0.280; number 4, O, carries -0.547; number 5, C, carries -0.233; number 6, C, carries 0.362

---

No. 5
The following is a quantum chemistry calculation of an isolated ion of composition C28H21F3N3O4S3 and charge -1, from OMol25.

```
! wB97M-V def2-TZVPD RIJCOSX def2/J DEFGRID3
* xyz -1 1
N 3.79 2.93 -2.62
C 3.23 2.01 -2.16
C 2.61 0.79 -1.65
N 1.52 0.46 -2.67
C 0.94 -0.66 -2.96
C -0.53 -0.62 -3.22
C -1.32 -1.79 -3.23
C -2.69 -1.72 -3.49
C -3.30 -0.48 -3.71
C -2.53 0.69 -3.65
C -1.16 0.62 -3.41
C 1.65 -1.95 -3.21
C 1.35 -2.66 -4.39
C 2.07 -3.81 -4.73
C 3.09 -4.26 -3.89
C 3.36 -3.59 -2.70
C 2.64 -2.45 -2.35
C 1.96 0.87 -0.27
C 1.51 -0.38 0.37
C 0.29 -0.49 0.95
S 0.02 -1.70 2.24
O 1.30 -2.20 2.70
O -0.94 -2.62 1.69
N -0.72 -0.71 3.28
S -0.33 -0.44 4.82
O -0.59 -1.58 5.67
O 0.90 0.30 4.97
C -1.68 0.71 5.10
C -1.64 1.65 6.14
C -2.72 2.54 6.28
C -3.81 2.47 5.40
C -3.83 1.52 4.38
C -2.77 0.62 4.25
C -0.77 0.41 0.61
C -0.49 1.61 0.05
C 0.80 1.86 -0.55
S 1.83 3.35 -0.27
C 1.43 3.62 1.49
F 1.73 4.92 1.77
F 2.18 2.81 2.30
F 0.13 3.45 1.84
H 3.36 -0.02 -1.67
H -0.85 -2.76 -3.05
H -3.27 -2.64 -3.53
H -4.37 -0.44 -3.92
H -3.00 1.66 -3.80
H -0.55 1.52 -3.38
H 0.55 -2.30 -5.05
H 1.84 -4.32 -5.66
H 3.68 -5.14 -4.17
H 4.13 -3.95 -2.02
H 2.81 -1.94 -1.40
H 2.71 1.32 0.42
H 2.24 -1.18 0.51
H -0.76 1.73 6.77
H -2.68 3.33 7.04
H -4.63 3.18 5.51
H -4.65 1.48 3.65
H -2.73 -0.11 3.44
H -1.80 0.15 0.86
H -1.22 2.40 -0.07
H 0.65 1.94 -1.65
*
```

Values from the calculation:
Frontier orbital gap, Eh: 0.270
Lowest unoccupied orbital energy, eV: 1.60
SMILES string: N#C[C@H](N=C(c1ccccc1)c1ccccc1)[C@@H]1C=C([S@](=O)([O-])=NS(=O)(=O)c2ccccc2)C=C[C@H]1SC(F)(F)F
Electronic energy, Eh: -3038.9170

Atomic partial charges in e from the natural (NBO) method, atoms 1 to 6: number 1, N, carries -0.312; number 2, C, carries 0.285; number 3, C, carries -0.162; number 4, N, carries -0.483; number 5, C, carries 0.319; number 6, C, carries -0.030

---

No. 6
The following is a quantum chemistry calculation of a 2-piece molecular cluster, C4H12NOS2 overall, from OMol25.

```
! wB97M-V def2-TZVPD RIJCOSX def2/J DEFGRID3
* xyz 0 2
C 1.17 0.09 1.98
C 0.50 -1.15 1.40
S 1.33 -1.59 -0.15
S 0.15 -3.13 -0.81
H 1.15 0.92 1.27
H 2.19 -0.12 2.23
H 0.65 0.40 2.89
H -0.56 -1.00 1.19
H 0.56 -1.99 2.09
H 0.70 -4.13 -0.10
O 0.54 2.35 -1.60
C 0.24 1.13 -1.98
C -1.11 0.65 -1.58
N -1.33 1.48 -0.35
H 0.85 0.50 -2.61
H -1.93 0.92 -2.28
H -1.19 -0.41 -1.34
H -2.29 1.65 -0.10
H -0.83 1.07 0.44
H -0.80 2.35 -0.59
*
```

Values from the calculation:
Frontier orbital gap (spin up / spin down), Eh: 0.189 / 0.324
ΔE to the lowest compared entry with this formula, charge and spin, kJ/mol: 33.9
Lowest unoccupied orbital energy (spin up / spin down), eV: 0.42 / 0.31
Electronic energy, Eh: -1085.8628

Atomic partial charges in e from the natural (NBO) method, atoms 1 to 6: number 1, C, carries -0.640; number 2, C, carries -0.533; number 3, S, carries 0.120; number 4, S, carries -0.146; number 5, H, carries 0.219; number 6, H, carries 0.226

---

No. 7
The following is a quantum chemistry calculation of a 2-piece molecular cluster, C4H12O overall, from OMol25.

```
! wB97M-V def2-TZVPD RIJCOSX def2/J DEFGRID3
* xyz 0 1
C -1.78 -0.37 0.81
C -1.92 -1.06 -0.52
O -1.62 -0.25 -1.65
H -2.13 0.65 1.02
H -0.81 -0.44 1.29
H -2.46 -0.80 1.57
H -1.24 -1.93 -0.57
H -2.92 -1.50 -0.60
H -1.21 0.56 -1.30
C 2.06 -0.03 -0.31
C 1.91 1.39 0.29
H 1.71 -0.14 -1.33
H 3.12 -0.30 -0.32
H 1.61 -0.84 0.24
H 1.03 1.44 0.91
H 1.80 2.17 -0.44
H 2.82 1.45 0.89
*
```

Values from the calculation:
Frontier orbital gap, Eh: 0.410
ΔE to the lowest compared entry with this formula, charge and spin, kJ/mol: 93.4
Lowest unoccupied orbital energy, eV: 0.98
SMILES string: CCO.CC
Electronic energy, Eh: -234.7970

Atomic partial charges in e from the natural (NBO) method, atoms 1 to 6: number 1, C, carries -0.680; number 2, C, carries -0.068; number 3, O, carries -0.716; number 4, H, carries 0.224; number 5, H, carries 0.211; number 6, H, carries 0.227

---

No. 8
The following is a quantum chemistry calculation of C2H2N2O2S2 as an isolated structure, from OMol25.

```
! wB97M-V def2-TZVPD RIJCOSX def2/J DEFGRID3
* xyz 0 1
C 0.42 0.09 0.27
C -0.54 -0.07 -0.87
N 0.64 -0.84 1.19
N -0.93 0.74 -1.71
O 1.13 1.76 0.56
O -0.88 -1.50 -0.72
S 1.66 -0.87 2.42
S -0.32 -2.33 0.62
H 0.50 2.63 0.60
H -1.69 0.39 -2.35
*
```

Values from the calculation:
Frontier orbital gap (spin up / spin down), Eh: 0.268 / 0.268
ΔE to the lowest compared entry with this formula, charge and spin, kJ/mol: 576.0
Lowest unoccupied orbital energy (spin up / spin down), eV: -1.48 / -1.48
Electronic energy, Eh: -1133.5666

Atomic partial charges in e from the natural (NBO) method, atoms 1 to 6: number 1, C, carries 0.422; number 2, C, carries 0.492; number 3, N, carries -0.591; number 4, N, carries -0.617; number 5, O, carries -0.746; number 6, O, carries -0.690